59
Properties=species:S:1:pos:R:3:lowdin_charge:R:1 method="wB97M-V/def2-TZVPD" e_tot_ha=-1483.886953 homo_energy_ev=-4.3 largest_force_ev_per_a=1.55 total_charge=-1 e_lumo_ev=1.85 molar_mass_g_mol=350.3 orbital_gap_ev=6.2
N -2.0784 -1.6824 3.8626 0.055
C -2.7646 -2.6969 3.0716 -0.827
S -1.5631 -4.1251 2.7684 0.753
C -4.0520 -3.3833 3.7040 -0.248
O -4.8354 -3.6108 2.5507 -0.114
B -4.6341 -2.2859 1.8977 -0.610
O -3.1131 -2.2454 1.8196 -0.136
H -1.6148 -1.0908 3.1943 0.062
H -1.3503 -2.1540 4.3741 0.033
H -1.3704 -4.0392 1.4271 -0.135
H -3.6961 -4.3024 4.1600 0.078
H -4.6899 -2.7527 4.3155 0.102
H -5.2343 -2.0787 0.8792 0.053
H -4.9138 -1.3760 2.6794 0.068
C -2.2430 -0.4364 -2.3421 -0.100
C -3.4884 -0.1738 -1.5140 -0.320
O -4.4303 -1.2289 -1.6358 -0.090
H -2.5016 -0.5592 -3.3939 0.066
H -1.5307 0.3867 -2.2524 0.057
H -1.7545 -1.3587 -2.0160 0.071
H -3.9834 0.7368 -1.8535 0.108
H -3.2297 -0.0508 -0.4566 0.111
H -4.0089 -2.0264 -1.3089 0.071
C 0.1846 3.4944 -4.6050 -0.096
C -0.1336 2.0146 -4.7124 -0.318
O -1.5389 1.7801 -4.7121 -0.087
H -0.2500 3.9115 -3.6952 0.078
H 1.2629 3.6657 -4.5904 0.060
H -0.2438 4.0431 -5.4486 0.073
H 0.2773 1.4744 -3.8606 0.107
H 0.3003 1.5930 -5.6260 0.108
H -1.9115 2.2394 -5.4653 0.075
C 3.0694 -3.8928 4.3311 -0.097
C 2.7730 -5.3767 4.2073 -0.333
O 1.3836 -5.6301 4.3570 -0.102
H 2.7343 -3.5201 5.3012 0.077
H 4.1400 -3.6939 4.2274 0.071
H 2.5353 -3.3313 3.5681 0.046
H 3.2898 -5.9402 4.9855 0.103
H 3.1066 -5.7559 3.2337 0.105
H 0.9344 -5.1404 3.6590 0.013
C 3.2073 7.7761 -3.9046 -0.096
C 2.5067 6.4477 -3.6862 -0.323
O 3.2584 5.3809 -4.2634 -0.091
H 3.3441 7.9627 -4.9703 0.075
H 2.6334 8.5989 -3.4748 0.073
H 4.1995 7.7692 -3.4465 0.071
H 1.5267 6.4483 -4.1612 0.107
H 2.3682 6.2515 -2.6179 0.111
H 4.1155 5.3725 -3.8361 0.075
C 3.3759 0.2482 1.2844 -0.098
C 2.0140 -0.3393 1.6093 -0.311
O 2.0927 -1.2700 2.6851 -0.094
H 4.0799 -0.5440 1.0265 0.073
H 3.3130 0.9482 0.4488 0.070
H 3.7849 0.7771 2.1494 0.068
H 1.6181 -0.8805 0.7518 0.115
H 1.3037 0.4526 1.8680 0.110
H 2.4253 -0.8007 3.4519 0.078

---

64
Properties=species:S:1:pos:R:3:mulliken_spin:R:1 method="wB97M-V/def2-TZVPD" e_tot_ha=-1725.134898 homo_energy_ev="-17.3 / -17.8" largest_force_ev_per_a=3.30 spin_multiplicity=5 de_lowest_kcal_mol=14.1 total_charge=+3 e_lumo_ev="-7.37 / -10.87" molar_mass_g_mol=596.8 orbital_gap_ev="9.9 / 6.9" s2=6.013
Ir 0.2800 0.0372 0.2301 3.030
C 2.4421 1.7082 4.3193 0.001
N 1.3301 2.3610 3.7097 0.017
C 1.0069 3.6512 4.2572 0.002
C 0.9074 2.0311 2.5116 -0.009
O 1.3809 1.0464 1.8902 0.083
C -0.0488 2.8748 1.7358 -0.019
O -0.4738 2.1374 0.6487 0.070
C -1.4761 2.7117 -0.1737 -0.014
C -1.8993 1.6135 -1.0906 0.012
O -1.3273 0.4472 -1.0257 0.138
N -2.8665 1.8269 -1.9307 0.021
C -3.5104 0.6985 -2.6606 0.000
C -3.5437 3.0962 -2.0140 0.001
H 3.3703 2.1467 3.9545 0.000
H 2.5350 0.6757 3.9893 -0.001
H 2.3154 1.7199 5.4002 0.000
H 1.9648 4.1891 4.2797 0.000
H 0.5569 3.5828 5.2456 0.001
H 0.3124 4.1995 3.6502 0.000
H 0.5001 3.7880 1.5009 0.003
H -0.9376 3.1473 2.2883 0.004
H -1.1021 3.6118 -0.6573 0.001
H -2.3265 2.9133 0.4868 0.004
H -4.5416 0.7443 -2.3395 0.000
H -3.0562 -0.2631 -2.3843 0.001
H -3.4863 0.9384 -3.6915 0.000
H -4.3216 3.1707 -1.3187 0.001
H -4.0308 3.0170 -3.0307 0.000
H -2.9180 3.9766 -2.0570 0.001
S -1.1271 -0.3907 2.1434 0.387
C -2.2394 -1.7057 1.9219 0.001
N -1.9966 -2.9159 1.4012 0.010
C -3.2070 -3.8151 1.4580 -0.001
C -4.2915 -2.8279 1.9962 0.000
N -3.4879 -1.6099 2.2743 0.026
H -1.0855 -3.3027 1.2068 -0.004
H -2.9501 -4.6929 2.0798 0.000
H -3.5129 -4.1819 0.4461 0.001
H -4.6954 -3.1742 2.9247 0.001
H -5.0373 -2.5916 1.2037 0.001
H -3.8639 -0.7020 2.5707 0.002
C 0.9028 0.0454 -3.2455 0.014
C 1.1932 -1.3127 -2.6477 0.043
N 2.5703 -1.4743 -2.1601 0.067
C 3.5357 -2.0553 -3.1424 -0.006
C 3.5754 -3.5799 -3.1617 0.006
C 2.8870 -1.3175 -0.9056 -0.045
C 4.3695 -1.5959 -0.4223 0.005
N 2.0400 -0.9522 0.0613 0.183
H -0.1012 0.1141 -3.5545 0.002
H 1.5598 0.2604 -4.0598 0.000
H 1.1164 0.8675 -2.5215 -0.003
H 1.0851 -2.0899 -3.3834 0.003
H 0.5800 -1.5808 -1.7900 -0.022
H 4.5663 -1.7282 -2.8012 0.002
H 3.3112 -1.6244 -4.1130 0.000
H 3.5044 -3.9748 -2.1280 0.000
H 4.4537 -3.9460 -3.6720 0.000
H 2.7477 -4.0827 -3.6983 0.000
H 4.7232 -2.4778 -0.8715 0.001
H 4.4473 -1.6150 0.7023 -0.001
H 4.9544 -0.7485 -0.8099 0.002
H 2.4367 -1.0204 0.9740 -0.026

---

134
Properties=species:S:1:pos:R:3:lowdin_charge:R:1 method="wB97M-V/def2-TZVPD" e_tot_ha=-21333.313999 homo_energy_ev=-5.4 largest_force_ev_per_a=7.84 total_charge=0 e_lumo_ev=-2.62 molar_mass_g_mol=1301.3 orbital_gap_ev=2.8
C 1.9258 -3.5567 3.0386 -0.145
O 0.4948 -3.4206 2.9213 -0.234
C -0.0472 -2.3010 3.6703 -0.216
C -0.7653 -1.3155 2.6059 -0.200
C -1.1516 0.1318 3.1995 -0.269
C 0.0618 1.1885 3.2596 -0.203
C 0.3024 2.0337 1.9091 -0.205
C 1.3351 1.3651 0.8666 -0.183
C 2.2177 2.5582 0.1776 -0.216
C 3.7792 2.5106 0.5604 -0.232
C 4.5575 1.1871 0.0764 -0.389
S 4.4075 0.8260 -1.7486 0.785
O 3.1151 -0.2768 -2.0078 -0.311
N 2.1149 0.4760 -2.5820 -0.086
O 1.1267 -0.1774 -2.4742 0.111
H 2.1485 -4.6001 3.4991 0.091
H 2.3807 -3.6019 1.9685 0.089
H 2.4507 -2.7677 3.6772 0.091
H 0.6797 -1.7799 4.3845 0.116
H -0.8943 -2.7347 4.3392 0.115
H -1.7380 -1.8508 2.2852 0.088
H -0.0552 -1.2265 1.7091 0.096
H -1.5402 0.0186 4.2893 0.018
H -2.0608 0.5272 2.5931 -0.002
H 1.0526 0.7007 3.6103 0.106
H -0.2307 1.9658 4.0745 0.108
H 0.7383 3.0605 2.2443 0.098
H -0.6781 2.3041 1.3482 0.115
H 2.0849 0.6373 1.3367 0.097
H 0.7562 0.8623 -0.0062 0.099
H 1.8221 3.6075 0.4829 0.120
H 2.0819 2.5234 -0.9771 0.084
H 4.3463 3.4356 0.1504 0.119
H 3.9057 2.5543 1.7151 0.142
H 5.6938 1.2252 0.3031 0.083
H 4.1265 0.3062 0.7022 0.128
H 4.0994 2.0748 -2.3391 0.053
C -2.7222 -2.3744 -1.3595 -0.536
O -3.8594 -2.6709 -1.0403 -0.057
N -1.8437 -3.2159 -1.9999 -0.206
C -0.5078 -2.7993 -2.3487 -0.087
C -2.2692 -4.5607 -2.3351 -0.066
H -2.2886 -1.3486 -1.1446 -0.169
H -0.3826 -2.8730 -3.4338 0.080
H 0.2123 -3.4562 -1.8507 0.085
H -0.3291 -1.7716 -2.0369 0.046
H -3.1424 -4.5072 -2.9910 0.085
H -2.5510 -5.0863 -1.4187 0.087
H -1.4659 -5.1040 -2.8372 0.075
Br -2.8508 -0.2290 0.2240 0.088
C 6.0804 -5.5705 3.5721 -0.090
C 5.4218 -4.5094 2.7135 -0.325
O 5.6655 -3.2179 3.2595 -0.094
H 5.6971 -5.5282 4.5951 0.081
H 5.8972 -6.5689 3.1677 0.076
H 7.1608 -5.4067 3.6293 0.071
H 4.3418 -4.6633 2.6770 0.080
H 5.8096 -4.5373 1.6897 0.106
H 6.6233 -3.0861 3.2804 0.079
C 4.7095 0.3869 -8.4861 -0.112
C 4.3931 1.8590 -8.2622 -0.308
C 5.1155 2.4545 -7.0525 -0.217
C 4.7509 1.8279 -5.7034 -0.230
C 3.2647 1.8787 -5.3453 -0.270
C 2.7286 3.2965 -5.2075 -0.123
H 4.3810 -0.2296 -7.6456 0.068
H 4.1977 0.0236 -9.3817 0.062
H 5.7833 0.2362 -8.6271 0.077
H 3.3096 1.9907 -8.1700 -0.001
H 4.6946 2.4186 -9.1548 0.111
H 4.9183 3.5317 -7.0185 0.105
H 6.1976 2.3535 -7.1992 0.110
H 5.3239 2.3381 -4.9180 0.101
H 5.0828 0.7834 -5.6849 0.098
H 3.1189 1.3594 -4.3913 0.046
H 2.6728 1.3313 -6.0851 0.104
H 3.2805 3.8494 -4.4410 0.073
H 1.6759 3.2742 -4.9147 0.044
H 2.7975 3.8477 -6.1481 0.060
C -9.5822 1.8847 5.3558 -0.114
C -8.5577 0.8099 5.6870 -0.258
C -7.2025 1.3530 6.1438 -0.189
C -6.4408 2.3012 5.2225 -0.101
N -5.8084 1.7002 3.9488 -0.198
C -6.5693 2.1937 2.7062 -0.099
C -5.8963 3.5047 2.3598 -0.171
C -4.4298 3.1765 2.5340 -0.165
C -4.3710 2.2670 3.7520 -0.111
C -5.7328 0.1899 3.9324 -0.174
H -9.2869 2.4688 4.4813 0.052
H -10.5457 1.4194 5.1302 0.073
H -9.7253 2.5679 6.1971 0.076
H -8.4557 0.1399 4.8329 0.090
H -8.9591 0.1983 6.5031 0.111
H -6.5595 0.5166 6.4388 0.088
H -7.3800 1.9054 7.0762 0.122
H -5.6240 2.7177 5.8147 0.116
H -7.0630 3.1491 4.9237 0.116
H -6.4207 1.4609 1.9086 0.139
H -7.6324 2.2802 2.9326 0.115
H -6.1984 4.2990 3.0512 0.111
H -6.1273 3.8366 1.3451 0.120
H -3.8157 4.0712 2.6644 0.116
H -4.0529 2.6440 1.6546 0.093
H -4.0629 2.8043 4.6487 0.115
H -3.6810 1.4363 3.5942 0.063
H -6.7387 -0.2229 3.8576 0.081
H -5.1920 -0.1593 4.8633 -0.293
H -5.1683 -0.1148 3.0471 0.095
C 0.3237 3.1406 -9.1011 -1.564
Br 1.3251 1.5784 -9.6670 0.645
Br -0.2220 3.0122 -7.2432 0.637
Br 1.2893 4.7853 -9.4579 0.573
H -0.5867 3.1691 -9.6990 -0.024
Br 9.6047 -1.6157 -0.5223 0.629
C 8.5768 -1.9919 -2.1344 -0.683
C 7.7574 -0.7944 -2.5509 -0.569
Br 6.1680 -0.5945 -1.4288 0.821
H 7.9751 -2.8774 -1.9290 0.058
H 9.3210 -2.2322 -2.8965 0.065
H 7.3736 -0.9250 -3.5648 0.072
H 8.3058 0.1460 -2.4933 0.068
C -2.8869 -4.8733 5.9140 -0.166
O -2.8237 -4.1108 4.7207 -0.152
H -3.5157 -4.3483 6.6339 0.077
H -3.3211 -5.8544 5.7019 0.070
H -1.8824 -4.9915 6.3296 0.073
H -2.2621 -4.5963 4.1009 0.073
Br -3.7514 -0.4220 5.7113 0.071
C -2.9239 0.7628 -5.5902 -1.048
Cl -2.8980 -0.9695 -5.9411 0.498
Cl -4.5782 1.3838 -5.5577 0.505
H -2.4621 0.9340 -4.6179 0.030
H -2.3643 1.2885 -6.3640 -0.048